{
  "formula": "C23H25N3O6S2",
  "method": "wB97M-V/def2-TZVPD",
  "homo_energy_ev": -8.192,
  "smiles": "COc1ccc(NS(=O)(=O)c2ccc(NC(=O)CCNS(=O)(=O)c3ccc(C)cc3)cc2)cc1",
  "lumo_energy_ha": 0.0066,
  "e_above_lowest_kcal_mol": 15.1,
  "gap_ev": 8.37,
  "elements": ["C", "O", "C", "C", "C", "C", "N", "S", "O", "O", "C", "C", "C", "C", "N", "C", "O", "C", "C", "N", "S", "O", "O", "C", "C", "C", "C", "C", "C", "C", "C", "C", "C", "C", "H", "H", "H", "H", "H", "H", "H", "H", "H", "H", "H", "H", "H", "H", "H", "H", "H", "H", "H", "H", "H", "H", "H", "H", "H"],
  "coordinates": [[0.315073, -2.106975, -3.250310], [1.709697, -2.183428, -3.100206], [2.243880, -2.006228, -1.857094], [3.637870, -2.045894, -1.780371], [4.281955, -1.876203, -0.575242], [3.546079, -1.653182, 0.586928], [4.230074, -1.440836, 1.795348], [5.216327, -0.065349, 1.852701], [5.470358, 0.170011, 3.242436], [6.323951, -0.247306, 0.968194], [4.068072, 1.127522, 1.191182], [4.012217, 1.326603, -0.173986], [2.915235, 1.959177, -0.730338], [1.866519, 2.364077, 0.093885], [0.658489, 2.854758, -0.402050], [0.187913, 2.769318, -1.679361], [0.860800, 2.533688, -2.657719], [-1.327048, 2.904249, -1.740514], [-1.918014, 1.477614, -1.709528], [-1.281255, 0.572146, -0.776963], [-1.497739, 0.818324, 0.864846], [-0.443442, 0.098938, 1.513656], [-1.631860, 2.224534, 1.167248], [-3.059966, 0.011739, 1.118951], [-3.093869, -1.369983, 1.130888], [-4.306447, -2.012040, 1.292577], [-5.484763, -1.281338, 1.439056], [-6.787088, -1.995013, 1.619673], [-5.423001, 0.107553, 1.424050], [-4.210989, 0.758515, 1.263911], [1.969128, 2.221003, 1.480257], [3.065119, 1.587242, 2.025309], [2.160683, -1.612697, 0.514312], [1.511157, -1.795791, -0.695924], [-0.198750, -2.877177, -2.665150], [-0.068832, -1.121193, -2.965773], [0.124954, -2.274231, -4.309557], [4.194551, -2.212878, -2.688423], [5.357607, -1.892483, -0.512462], [3.626398, -1.443279, 2.605448], [4.821838, 0.967885, -0.788220], [2.845045, 2.098399, -1.796093], [-0.040613, 3.009644, 0.320412], [-1.699953, 3.483349, -0.897894], [-1.614750, 3.383685, -2.675663], [-1.832825, 1.029859, -2.703130], [-2.974049, 1.516944, -1.432693], [-0.310572, 0.380617, -0.981060], [-2.169730, -1.915239, 1.027603], [-4.346949, -3.090987, 1.308806], [-6.952120, -2.695736, 0.803124], [-6.775164, -2.566219, 2.546886], [-7.617143, -1.295171, 1.654574], [-6.328215, 0.684471, 1.541055], [-4.141417, 1.834876, 1.263375], [1.159728, 2.555731, 2.111020], [3.153545, 1.424656, 3.087976], [1.569728, -1.417425, 1.397273], [0.432570, -1.762859, -0.707224]],
  "forces_ev_per_a": [[-0.166, -0.039, -0.020], [0.331, -0.011, 0.132], [0.100, 0.037, 0.012], [-0.195, 0.026, -0.095], [-0.187, -0.124, -0.018], [-0.403, -0.296, -0.661], [0.784, 0.415, 0.476], [-0.372, 0.021, 0.280], [-0.336, 0.041, 0.035], [-0.255, 0.021, -0.331], [0.611, -0.346, 0.176], [0.083, 0.089, 0.083], [-0.064, 0.035, -0.133], [0.432, -0.165, -0.029], [-0.059, 0.299, 0.341], [-0.502, 0.451, 0.096], [0.132, -0.215, -0.249], [0.095, -0.148, -0.096], [-0.343, 0.373, -0.131], [0.009, -0.159, 0.941], [-0.013, -0.330, -0.661], [-0.077, -0.313, -0.038], [-0.507, -0.135, 0.041], [0.371, 0.468, -0.023], [0.014, -0.208, 0.034], [0.132, 0.145, -0.016], [0.037, 0.139, -0.016], [-0.010, -0.032, 0.016], [0.039, -0.130, -0.013], [0.049, 0.185, 0.031], [0.122, -0.044, -0.092], [-0.069, 0.138, 0.079], [0.390, 0.030, 0.162], [-0.180, -0.027, -0.269], [0.013, 0.040, -0.003], [0.013, -0.009, 0.001], [-0.057, 0.034, 0.091], [0.086, -0.023, -0.115], [0.112, -0.071, -0.056], [0.006, 0.040, 0.160], [0.042, -0.029, -0.149], [0.011, 0.009, -0.005], [0.116, 0.025, -0.320], [-0.016, 0.026, -0.076], [0.074, 0.019, 0.041], [-0.059, 0.007, 0.135], [-0.045, 0.041, -0.236], [0.297, -0.127, 0.151], [0.083, -0.184, -0.025], [0.024, -0.118, 0.002], [-0.069, -0.051, -0.036], [-0.063, -0.047, 0.054], [-0.086, 0.003, 0.005], [-0.087, 0.052, 0.013], [-0.064, 0.136, 0.013], [-0.079, 0.028, 0.101], [-0.093, 0.007, 0.158], [-0.030, 0.053, 0.105], [-0.123, -0.047, -0.054]]
}



{
  "formula": "C4H7NO",
  "method": "wB97M-V/def2-TZVPD",
  "homo_energy_ev": -8.128,
  "smiles": "CC1=CNCO1",
  "lumo_energy_ha": 0.0407,
  "e_above_lowest_kcal_mol": 62.7,
  "gap_ev": 9.24,
  "elements": ["C", "C", "C", "N", "C", "O", "H", "H", "H", "H", "H", "H", "H"],
  "coordinates": [[1.964522, -0.364202, 0.318972], [0.519510, 0.061012, 0.189991], [-0.275661, -0.525505, -0.725938], [-1.517691, 0.201005, -0.907520], [-1.735093, 0.536594, 0.408967], [-0.099958, 1.007462, 0.903562], [2.608069, 0.162638, -0.394133], [2.020809, -1.425591, 0.046135], [2.402063, -0.249002, 1.310892], [-0.079207, -1.448330, -1.230711], [-1.409309, 1.020143, -1.510215], [-2.311564, 1.408829, 0.676848], [-2.086485, -0.385049, 0.913155]],
  "forces_ev_per_a": [[-0.027, 0.120, 0.141], [-0.317, -0.673, -0.431], [0.492, -0.302, -0.699], [-0.002, 0.037, 0.288], [0.623, 0.603, 0.402], [-1.534, -0.929, 0.037], [-0.200, 0.111, 0.145], [-0.063, 0.228, 0.071], [-0.247, 0.096, 0.032], [0.125, -0.045, -0.489], [0.094, -0.246, 0.172], [-0.008, 0.314, -0.228], [1.064, 0.686, 0.557]]
}



- Which formula does entry 2 have?
  C4H7NO



Repeat the second record exactly.
{
  "formula": "C4H7NO",
  "method": "wB97M-V/def2-TZVPD",
  "homo_energy_ev": -8.128,
  "smiles": "CC1=CNCO1",
  "lumo_energy_ha": 0.0407,
  "e_above_lowest_kcal_mol": 62.7,
  "gap_ev": 9.24,
  "elements": ["C", "C", "C", "N", "C", "O", "H", "H", "H", "H", "H", "H", "H"],
  "coordinates": [[1.964522, -0.364202, 0.318972], [0.519510, 0.061012, 0.189991], [-0.275661, -0.525505, -0.725938], [-1.517691, 0.201005, -0.907520], [-1.735093, 0.536594, 0.408967], [-0.099958, 1.007462, 0.903562], [2.608069, 0.162638, -0.394133], [2.020809, -1.425591, 0.046135], [2.402063, -0.249002, 1.310892], [-0.079207, -1.448330, -1.230711], [-1.409309, 1.020143, -1.510215], [-2.311564, 1.408829, 0.676848], [-2.086485, -0.385049, 0.913155]],
  "forces_ev_per_a": [[-0.027, 0.120, 0.141], [-0.317, -0.673, -0.431], [0.492, -0.302, -0.699], [-0.002, 0.037, 0.288], [0.623, 0.603, 0.402], [-1.534, -0.929, 0.037], [-0.200, 0.111, 0.145], [-0.063, 0.228, 0.071], [-0.247, 0.096, 0.032], [0.125, -0.045, -0.489], [0.094, -0.246, 0.172], [-0.008, 0.314, -0.228], [1.064, 0.686, 0.557]]
}